{
  "formula": "C38H94N10O18",
  "method": "the ωB97M-V functional and the def2-TZVPD basis",
  "e_homo_ev": -8.829,
  "fmax_ev_per_a": 3.850,
  "charge": 0,
  "total_energy_ev": -92683.929,
  "elements": ["C", "C", "O", "O", "H", "H", "H", "H", "H", "H", "C", "C", "O", "O", "H", "H", "H", "H", "H", "H", "C", "C", "O", "O", "H", "H", "H", "H", "H", "H", "C", "C", "O", "O", "H", "H", "H", "H", "H", "H", "C", "O", "N", "C", "C", "H", "H", "H", "H", "H", "H", "H", "C", "O", "N", "C", "C", "H", "H", "H", "H", "H", "H", "H", "C", "O", "N", "C", "C", "H", "H", "H", "H", "H", "H", "H", "C", "O", "N", "C", "C", "H", "H", "H", "H", "H", "H", "H", "C", "O", "N", "C", "C", "H", "H", "H", "H", "H", "H", "H", "C", "O", "N", "C", "C", "H", "H", "H", "H", "H", "H", "H", "C", "O", "N", "C", "C", "H", "H", "H", "H", "H", "H", "H", "C", "O", "N", "C", "C", "H", "H", "H", "H", "H", "H", "H", "C", "O", "N", "C", "C", "H", "H", "H", "H", "H", "H", "H", "C", "O", "N", "C", "C", "H", "H", "H", "H", "H", "H", "H"],
  "positions_angstrom": [[1.528, -15.527, 18.732], [0.130, -14.894, 18.970], [-0.428, -14.346, 17.753], [1.266, -16.742, 18.019], [2.009, -15.703, 19.645], [2.015, -14.763, 18.127], [0.106, -14.095, 19.728], [-0.574, -15.608, 19.354], [-0.355, -15.077, 17.067], [0.727, -17.295, 18.645], [-11.372, -20.209, 14.826], [-10.289, -19.156, 15.248], [-10.087, -19.287, 16.652], [-12.632, -19.751, 15.206], [-11.079, -21.142, 15.230], [-11.392, -20.220, 13.707], [-10.750, -18.194, 15.013], [-9.379, -19.387, 14.704], [-10.316, -18.494, 17.177], [-12.677, -19.648, 16.148], [-6.939, -17.932, 14.070], [-6.780, -18.164, 12.570], [-5.813, -19.117, 12.244], [-6.859, -19.235, 14.700], [-7.949, -17.459, 14.185], [-6.163, -17.254, 14.435], [-6.560, -17.234, 12.042], [-7.748, -18.484, 12.169], [-5.854, -19.904, 12.792], [-7.134, -19.238, 15.618], [-5.832, -21.679, 17.276], [-7.330, -21.510, 17.365], [-7.620, -20.134, 17.183], [-5.304, -21.393, 15.971], [-5.577, -22.712, 17.564], [-5.336, -20.904, 18.006], [-7.753, -21.842, 18.347], [-7.724, -22.094, 16.512], [-8.605, -20.020, 17.010], [-5.777, -20.711, 15.566], [-6.863, -13.922, 20.905], [-6.930, -15.108, 20.653], [-6.724, -12.943, 19.973], [-6.397, -11.568, 20.398], [-6.503, -13.342, 18.585], [-6.960, -13.464, 21.921], [-7.111, -10.876, 19.920], [-5.393, -11.238, 20.004], [-6.432, -11.495, 21.480], [-7.335, -13.864, 18.164], [-6.235, -12.432, 18.088], [-5.644, -14.041, 18.571], [-3.074, -11.547, 18.098], [-4.265, -11.317, 18.253], [-2.175, -10.574, 17.989], [-2.604, -9.169, 18.270], [-0.790, -10.856, 17.952], [-2.534, -12.560, 18.066], [-2.627, -9.111, 19.402], [-3.534, -8.818, 17.785], [-1.759, -8.576, 17.979], [-0.612, -11.905, 18.021], [-0.289, -10.499, 17.060], [-0.366, -10.473, 18.904], [-0.695, -19.432, 20.294], [0.031, -18.571, 19.759], [-1.636, -19.228, 21.231], [-2.315, -20.295, 21.905], [-1.839, -17.882, 21.866], [-0.615, -20.458, 19.926], [-1.881, -21.300, 22.038], [-3.309, -20.594, 21.437], [-2.477, -20.055, 22.933], [-2.115, -17.164, 21.038], [-2.588, -17.907, 22.664], [-0.884, -17.529, 22.330], [-1.784, -11.119, 14.628], [-0.808, -10.345, 14.476], [-1.614, -12.491, 14.729], [-2.767, -13.249, 15.202], [-0.283, -13.092, 14.740], [-2.819, -10.741, 14.626], [-3.656, -12.724, 14.897], [-2.694, -13.348, 16.302], [-2.867, -14.278, 14.673], [-0.333, -14.175, 14.781], [0.374, -12.894, 13.926], [0.153, -12.740, 15.651], [-6.166, -17.997, 22.174], [-5.004, -18.239, 22.424], [-6.998, -18.815, 21.433], [-8.377, -18.439, 21.293], [-6.507, -20.114, 21.045], [-6.589, -16.996, 22.484], [-8.450, -17.391, 21.194], [-8.935, -18.857, 22.138], [-8.734, -18.784, 20.338], [-7.367, -20.820, 20.804], [-5.946, -20.026, 20.131], [-5.904, -20.665, 21.767], [-4.917, -16.783, 16.693], [-4.682, -15.887, 15.877], [-4.255, -16.973, 17.846], [-4.712, -18.131, 18.684], [-3.204, -16.069, 18.265], [-5.662, -17.549, 16.402], [-5.827, -17.996, 18.850], [-4.151, -18.030, 19.594], [-4.457, -19.067, 18.202], [-2.820, -15.611, 17.445], [-3.509, -15.408, 19.035], [-2.305, -16.675, 18.610], [-4.282, -12.237, 11.458], [-5.383, -11.853, 11.784], [-3.766, -13.514, 11.583], [-2.312, -13.636, 11.450], [-4.497, -14.658, 12.078], [-3.553, -11.534, 11.004], [-1.834, -13.992, 12.290], [-1.863, -12.696, 11.131], [-2.074, -14.398, 10.645], [-5.568, -14.595, 11.824], [-4.185, -15.599, 11.604], [-4.389, -14.721, 13.161], [-8.891, -11.456, 16.151], [-9.716, -11.857, 16.954], [-8.007, -12.171, 15.455], [-6.924, -11.604, 14.675], [-8.229, -13.668, 15.508], [-8.786, -10.393, 15.862], [-5.973, -11.951, 15.106], [-6.863, -10.503, 14.857], [-6.866, -11.805, 13.592], [-8.809, -13.671, 16.438], [-8.636, -14.045, 14.589], [-7.192, -14.089, 15.723], [-9.969, -15.623, 18.688], [-10.395, -16.378, 17.837], [-10.493, -14.465, 19.055], [-10.037, -13.710, 20.246], [-11.684, -13.930, 18.395], [-9.146, -15.984, 19.298], [-9.396, -14.380, 20.823], [-10.930, -13.467, 20.799], [-9.459, -12.811, 19.895], [-11.457, -13.003, 17.891], [-12.127, -14.579, 17.637], [-12.473, -13.756, 19.140], [-0.683, -17.378, 15.449], [-1.270, -16.338, 15.733], [-1.125, -18.294, 14.565], [-0.400, -19.522, 14.230], [-2.396, -18.155, 13.891], [0.283, -17.710, 15.850], [0.448, -19.632, 14.957], [-0.030, -19.537, 13.237], [-1.105, -20.336, 14.439], [-2.349, -18.200, 12.791], [-3.086, -18.928, 14.256], [-2.792, -17.155, 14.128]],
  "mulliken_charge": [-0.83, -0.02, 0.27, -0.48, 0.45, 0.34, 0.37, -0.14, -0.03, 0.45, -0.73, 0.24, -0.56, -0.54, 0.36, 0.33, 0.32, 0.04, 0.29, 0.32, 0.91, -0.63, -0.60, -0.56, 0.13, -0.40, 0.26, 0.30, 0.37, 0.06, 0.13, -0.54, -0.13, -0.57, 0.42, -0.37, 0.36, 0.32, 0.17, 0.38, -0.40, -0.25, 0.86, -0.70, -0.28, 0.13, 0.27, 0.12, 0.35, -0.49, 0.40, 0.01, 0.37, -0.73, 0.36, -1.02, -0.58, -0.03, 0.33, 0.19, 0.45, -0.21, 0.28, 0.42, -0.17, -0.71, 0.30, -0.88, -0.74, 0.42, 0.39, 0.15, 0.40, -0.03, 0.42, 0.35, -0.20, -0.70, 0.82, 1.32, -1.07, 0.46, 0.34, -1.01, -0.81, 0.14, 0.47, 0.23, -0.14, -0.53, 0.45, -0.92, -0.68, 0.38, 0.13, 0.35, 0.35, 0.33, 0.00, 0.38, -0.36, 0.17, 0.89, -0.65, -0.37, -0.32, 0.35, 0.03, 0.12, -0.44, 0.49, 0.00, 0.00, -0.54, 0.30, -0.96, -0.97, 0.34, 0.24, 0.34, 0.35, 0.30, 0.29, 0.32, 0.03, -0.51, 0.30, -0.91, -0.34, 0.31, 0.19, 0.32, 0.38, -0.11, 0.36, -0.07, 0.15, -0.75, 0.23, -0.73, -0.91, 0.32, 0.08, 0.45, 0.17, 0.25, 0.27, 0.34, 0.18, -0.57, 0.32, -0.95, -0.48, 0.13, 0.29, 0.32, 0.32, 0.36, 0.32, -0.34]
}

---

{
  "formula": "C24H40AsBF6LiN6",
  "method": "the ωB97M-V functional and the def2-TZVPD basis",
  "de_lowest_kcal_mol": 7.7,
  "e_homo_ev": [-8.870, -8.886],
  "fmax_ev_per_a": 3.314,
  "multiplicity": 2,
  "charge": 0,
  "total_energy_ev": -112510.113,
  "elements": ["Li", "C", "C", "C", "C", "N", "N", "B", "N", "N", "C", "C", "C", "C", "C", "C", "C", "C", "N", "N", "C", "C", "C", "C", "C", "C", "C", "C", "C", "C", "C", "C", "H", "H", "H", "H", "H", "H", "H", "H", "H", "H", "H", "H", "H", "H", "H", "H", "H", "H", "H", "H", "H", "H", "H", "H", "H", "H", "H", "H", "H", "H", "H", "H", "H", "H", "H", "H", "H", "H", "H", "H", "F", "As", "F", "F", "F", "F", "F"],
  "positions_angstrom": [[-0.236, 0.502, 0.270], [0.939, -4.735, -0.350], [0.325, -3.698, 0.497], [-0.297, -3.702, 1.660], [-0.618, -2.328, 1.892], [-0.214, -1.493, 0.822], [0.339, -2.300, -0.004], [0.926, -1.764, -1.388], [-0.183, -1.121, -2.171], [-0.877, -0.017, -1.584], [-1.745, 0.320, -2.474], [-1.655, -0.520, -3.625], [-0.662, -1.418, -3.389], [-0.067, -2.554, -4.179], [-2.681, 1.509, -2.166], [-1.869, 2.788, -1.935], [-3.605, 1.702, -3.355], [-3.514, 1.231, -0.911], [2.050, -0.798, -0.982], [1.740, 0.326, -0.246], [2.909, 0.948, -0.095], [3.963, 0.239, -0.750], [3.413, -0.869, -1.271], [3.935, -2.028, -2.060], [2.914, 2.272, 0.655], [2.351, 2.085, 2.069], [2.031, 3.288, -0.095], [4.343, 2.779, 0.736], [-1.328, -1.653, 3.004], [-2.612, -1.001, 2.424], [-1.665, -2.675, 4.080], [-0.427, -0.534, 3.573], [0.850, -5.709, 0.126], [1.995, -4.529, -0.532], [0.458, -4.778, -1.329], [-0.497, -4.549, 2.294], [1.400, -2.712, -2.003], [-2.255, -0.464, -4.521], [-0.574, -2.642, -5.140], [-0.163, -3.520, -3.676], [0.996, -2.411, -4.388], [-1.275, 3.043, -2.821], [-1.198, 2.710, -1.083], [-2.544, 3.626, -1.714], [-3.047, 1.926, -4.270], [-4.288, 2.542, -3.173], [-4.221, 0.814, -3.540], [-2.898, 1.103, -0.022], [-4.135, 0.335, -1.038], [-4.172, 2.085, -0.699], [5.003, 0.522, -0.805], [5.008, -1.921, -2.213], [3.463, -2.100, -3.043], [3.766, -2.986, -1.561], [1.325, 1.744, 2.095], [2.349, 3.052, 2.585], [2.960, 1.379, 2.649], [0.991, 2.973, -0.192], [2.426, 3.487, -1.098], [2.010, 4.230, 0.470], [4.992, 2.079, 1.275], [4.372, 3.732, 1.277], [4.775, 2.954, -0.255], [-3.302, -1.757, 2.033], [-2.425, -0.262, 1.641], [-3.102, -0.456, 3.235], [-2.322, -3.469, 3.710], [-2.187, -2.180, 4.902], [-0.766, -3.138, 4.499], [-0.163, 0.242, 2.867], [0.498, -0.939, 3.997], [-0.986, -0.028, 4.364], [-0.987, 1.827, 1.252], [-1.596, 3.075, 2.377], [-0.531, 2.464, 3.559], [-2.742, 1.918, 2.877], [-2.198, 4.245, 3.437], [-2.623, 3.576, 1.127], [-0.362, 4.086, 1.814]],
  "mulliken_charge": [0.83, -1.40, 0.77, -1.50, -0.51, 0.57, 0.97, -2.01, 0.84, 0.41, -0.36, -1.42, 0.76, -1.40, 2.56, -1.61, -2.42, -1.47, 0.84, 0.58, -0.60, -1.49, 0.72, -1.39, 2.73, -1.82, -1.58, -2.38, 2.84, -1.81, -2.38, -1.83, 0.36, 0.22, 0.23, 0.60, -0.09, 0.57, 0.36, 0.21, 0.23, 0.38, 0.18, 0.41, 0.41, 0.43, 0.41, 0.14, 0.35, 0.41, 0.56, 0.36, 0.22, 0.18, 0.45, 0.44, 0.35, 0.21, 0.40, 0.43, 0.42, 0.42, 0.42, 0.43, 0.38, 0.47, 0.44, 0.42, 0.44, 0.36, 0.40, 0.45, -0.72, 2.51, -0.43, -0.46, -0.47, -0.46, -0.47]
}

---

{
  "formula": "C16H31Cl12N2O2P",
  "method": "the ωB97M-V functional and the def2-TZVPD basis",
  "e_homo_ev": -7.816,
  "fmax_ev_per_a": 7.894,
  "smiles": "COCCCCP(CCCCN)CCC(N)=O.ClC(Cl)Cl.ClC(Cl)Cl.ClC(Cl)Cl.ClC(Cl)Cl",
  "charge": 0,
  "total_energy_ev": -183720.791,
  "elements": ["C", "O", "C", "C", "C", "C", "P", "C", "C", "C", "C", "N", "C", "C", "C", "N", "O", "H", "H", "H", "H", "H", "H", "H", "H", "H", "H", "H", "H", "H", "H", "H", "H", "H", "H", "H", "H", "H", "H", "H", "H", "H", "H", "H", "C", "Cl", "Cl", "Cl", "H", "C", "Cl", "Cl", "Cl", "H", "C", "Cl", "Cl", "Cl", "H", "C", "Cl", "Cl", "Cl", "H"],
  "positions_angstrom": [[1.945, 2.845, 0.456], [2.465, 3.745, -0.587], [1.672, 3.661, -1.830], [2.073, 2.347, -2.724], [0.807, 1.530, -3.370], [-0.446, 1.263, -2.347], [-0.912, -0.599, -2.413], [-0.462, -1.441, -0.757], [0.905, -0.880, -0.042], [2.261, -0.990, -0.961], [2.813, -2.517, -1.198], [3.217, -2.651, -2.669], [-2.829, -0.585, -2.708], [-3.703, -0.514, -1.322], [-5.281, -0.224, -1.775], [-6.441, -0.219, -0.757], [-5.641, -0.020, -3.055], [2.130, 3.322, 1.534], [2.478, 1.789, 0.492], [0.792, 2.631, 0.392], [0.540, 3.747, -1.545], [1.953, 4.625, -2.474], [2.730, 2.722, -3.647], [2.762, 1.668, -2.045], [1.172, 0.454, -3.736], [0.452, 2.087, -4.343], [-1.361, 1.886, -2.760], [-0.230, 1.583, -1.242], [-1.350, -1.210, 0.007], [-0.336, -2.604, -0.898], [1.092, -1.572, 0.911], [0.801, 0.221, 0.396], [3.113, -0.412, -0.360], [2.194, -0.473, -2.009], [3.816, -2.697, -0.578], [2.034, -3.319, -0.851], [2.485, -3.153, -3.221], [4.147, -3.153, -2.742], [-3.077, 0.376, -3.357], [-3.204, -1.522, -3.310], [-3.741, -1.559, -0.747], [-3.324, 0.323, -0.570], [-7.301, 0.152, -1.223], [-6.181, 0.374, 0.071], [0.929, 2.079, 4.674], [-0.838, 2.187, 4.611], [1.526, 0.921, 3.472], [1.659, 3.673, 4.417], [1.218, 1.725, 5.667], [3.711, -1.377, 5.962], [3.589, -2.622, 7.217], [2.851, -1.883, 4.498], [3.076, 0.168, 6.554], [4.766, -1.242, 5.712], [-0.400, -0.933, 8.974], [-0.818, -2.504, 9.679], [0.585, 0.014, 10.102], [0.452, -1.148, 7.435], [-1.326, -0.384, 8.781], [-3.670, -1.962, -6.458], [-3.027, -3.511, -5.887], [-4.638, -1.186, -5.193], [-2.354, -0.896, -6.978], [-4.318, -2.155, -7.318]],
  "mulliken_charge": [0.13, -0.43, -0.46, -0.20, -0.90, -0.12, -0.13, -0.58, -0.22, 0.17, -0.44, -0.58, -0.33, -0.47, 0.28, -0.54, -0.58, -0.03, 0.01, 0.12, 0.29, 0.26, 0.33, 0.11, 0.40, 0.39, 0.45, -0.25, 0.30, 0.30, 0.32, -0.14, 0.30, -0.43, 0.29, 0.19, 0.22, 0.23, 0.42, 0.14, 0.27, 0.31, 0.31, 0.25, 0.23, -0.14, 0.00, -0.13, 0.05, -0.15, -0.09, -0.08, -0.09, 0.38, -0.02, -0.12, -0.13, -0.03, 0.31, -0.05, -0.14, 0.00, -0.13, 0.36]
}

---

{
  "formula": "C2H9NO4",
  "method": "the ωB97M-V functional and the def2-TZVPD basis",
  "de_lowest_kcal_mol": 10.7,
  "e_homo_ev": -9.941,
  "fmax_ev_per_a": 1.887,
  "smiles": "CNC(=O)O.O.O",
  "charge": 0,
  "total_energy_ev": -11900.365,
  "elements": ["C", "N", "C", "O", "O", "H", "H", "H", "H", "H", "H", "H", "O", "H", "H", "O"],
  "positions_angstrom": [[1.107, -0.227, 2.917], [0.414, 1.060, 2.708], [0.072, 1.487, 1.477], [0.746, 0.832, 0.484], [-0.795, 2.277, 1.196], [1.617, -0.540, 2.021], [0.408, -0.989, 3.270], [1.747, -0.037, 3.780], [-0.024, 1.515, 3.474], [0.687, 1.414, -0.256], [0.340, -1.627, -3.476], [0.374, -0.210, -3.008], [0.843, -0.819, -3.601], [-1.535, -3.679, -3.027], [-1.934, -3.217, -4.424], [-2.220, -3.247, -3.503]],
  "mulliken_charge": [-0.67, -0.19, 0.64, -0.48, -0.59, 0.28, 0.25, 0.26, 0.21, 0.29, 0.31, 0.32, -0.63, 0.31, 0.33, -0.64]
}